[1]
A cluster of 2 separate species, C6H14B2F4O4P in total at a distorted geometry. Source: the Open Molecules 2025 dataset; level of theory: the ωB97M-V functional and the def2-TZVPD basis.

Each line ends with the Mulliken charge.
Element x y z (Å)
C 0.724 -0.739 1.394  0.10
F -0.748 -1.719 4.298  -0.27
O 0.413 0.376 -1.408  -0.21
F 0.799 -1.760 5.834  -0.30
H -0.400 2.896 -3.234  0.29
C 1.614 -1.611 3.542  0.06
B -0.581 0.686 -2.488  -0.04
F 0.380 0.084 4.771  -0.28
H -2.028 2.557 -0.422  0.24
H 2.521 -1.335 4.100  0.18
P 0.519 -1.485 -4.331  0.24
H 1.368 -1.879 -3.202  0.09
O 1.554 -2.859 3.086  -0.90
H 1.150 -0.157 0.568  -0.02
H 0.599 -1.756 1.010  0.22
H -1.214 -0.782 2.355  0.32
H -1.182 0.108 0.844  0.24
H -0.470 0.820 2.314  0.20
C 0.492 -1.265 4.600  0.71
O 1.688 -0.662 2.440  -0.36
H -0.080 2.859 -0.531  0.21
B -0.983 -0.550 -3.503  0.52
H -1.372 4.125 -1.268  0.32
H -2.224 2.339 -2.995  0.25
H 1.280 0.751 -1.796  0.30
C -1.136 2.976 -1.071  -0.81
C -1.128 2.235 -2.560  -0.52
O 1.409 -0.500 -5.217  -0.65
F -2.354 -1.034 -3.815  -0.29
C -0.606 -0.108 1.750  -0.89
H -0.005 -2.613 -5.067  0.06

- Max |F|: 4.53 eV/A
- Net charge: -1
- Orbital gap: 3.79 eV
- HOMO level: -3.4 eV
- LUMO: 0.36 eV
- Electronic energy: -36150.4745 eV



[2]
A structure of composition C6H14B2LaO3S at a distorted geometry. Source: the Open Molecules 2025 dataset; level of theory: the ωB97M-V functional and the def2-TZVPD basis.

Each line ends with the Mulliken charge.
Element x y z (Å)
H -0.596 -2.118 -0.598  0.54
C -0.101 1.515 -0.743  -0.44
H 2.465 0.637 -1.434  0.43
C -3.049 -0.445 0.164  -0.68
H -3.850 -0.640 -2.316  0.29
O -0.108 3.066 1.574  -0.49
H 2.786 -2.487 -0.389  0.11
O 2.060 2.834 0.221  -0.48
B 0.409 -0.041 -0.590  0.39
H -1.912 -1.585 1.881  0.40
H -3.977 -0.637 0.890  0.42
O 3.743 -0.853 0.634  -0.49
C -0.402 -1.262 0.176  -0.10
H 0.372 -1.711 0.967  -0.75
H 2.511 2.118 0.760  0.29
H 0.297 1.891 -1.803  0.26
C 2.849 -1.317 -0.268  0.27
B 0.599 2.510 0.387  0.54
C 1.910 -0.391 -1.243  -0.33
H -1.402 0.229 1.590  0.23
H 1.702 -0.952 -2.274  0.41
C -1.708 -0.782 1.039  -0.49
La 2.723 -3.055 1.278  1.94
H 0.424 2.711 2.371  0.34
H -3.152 0.697 -0.154  0.37
H -1.267 1.597 -0.785  0.07
S -3.325 -1.529 -1.336  -0.04

- Max |F|: 7.16 eV/A
- Net charge: +3
- Orbital gap: 2.33 eV
- HOMO level: -17.9 eV
- LUMO: -15.57 eV
- ΔE to the lowest compared entry with this formula, charge and spin: 101.6 kcal per mole
- Electronic energy: -25601.2947 eV



[3]
A cluster of 2 separate species, C6H14BrN2 in total at a distorted geometry. Source: the Open Molecules 2025 dataset; level of theory: the ωB97M-V functional and the def2-TZVPD basis.

Each line ends with the Mulliken charge.
Element x y z (Å)
H 1.144 1.381 2.069  0.30
C -0.891 1.870 -1.557  -0.42
H -2.376 -1.301 1.212  0.26
C -1.063 0.366 -1.626  -0.58
H -0.904 -1.789 2.119  0.29
H 0.355 -0.325 2.187  0.23
N -0.412 -0.213 -0.391  0.16
H 5.621 0.350 -0.216  0.24
Br 4.341 -0.017 -0.050  -0.21
H -1.604 -3.088 1.010  0.33
C -0.483 -1.639 -0.037  -0.70
H -1.844 2.278 -1.274  0.27
H 1.759 -0.120 1.261  0.19
H 0.405 2.743 -0.023  0.15
H -2.138 0.143 -1.692  0.34
H -0.544 2.516 -2.386  0.34
H -0.661 -0.060 -2.585  0.34
C 0.837 0.413 1.572  -1.06
H -0.788 -2.269 -0.927  0.43
C 0.146 0.761 0.270  0.77
C -1.440 -1.975 1.130  -0.84
N -0.010 1.907 -0.330  -0.14
H 0.552 -1.932 0.266  0.31

- Max |F|: 2.89 eV/A
- Net charge: +1
- Orbital gap: 11.16 eV
- HOMO level: -13.7 eV
- LUMO: -2.56 eV
- ΔE to the lowest compared entry with this formula, charge and spin: 0.0 kcal per mole
- Electronic energy: -79465.1841 eV



[4]
A cluster of 2 separate species, C6H14Cl in total at a distorted geometry. Source: the Open Molecules 2025 dataset; level of theory: the ωB97M-V functional and the def2-TZVPD basis.

Each line ends with the Löwdin spin population.
Element x y z (Å)
C -1.365 6.887 -1.615  0.00
C -1.695 5.462 -2.025  0.00
C -1.079 3.048 -2.051  0.11
Cl -0.453 0.465 1.370  0.01
H -2.738 5.223 -1.750  0.00
H -2.422 2.517 -0.363  0.00
H 0.280 4.681 -1.599  0.00
H -2.499 1.381 -1.745  0.00
H -1.644 5.370 -3.125  0.00
H -3.220 3.000 -1.889  0.00
C 0.186 2.272 -2.020  0.72
H 1.035 2.548 -1.230  0.04
H 0.047 1.025 -1.994  0.03
C -2.383 2.435 -1.461  0.03
C -0.764 4.423 -1.399  0.00
H -1.057 3.039 -3.145  0.04
H -0.389 1.308 0.532  0.01
H -0.919 4.381 -0.314  0.00
H -1.482 7.030 -0.544  0.00
H -2.068 7.563 -2.126  0.00
H -0.352 7.153 -1.913  0.00

- Max |F|: 6.03 eV/A
- Net charge: 0
- Orbital gap (spin up / spin down): 9.70 / 10.53 eV
- HOMO level (spin up / spin down): -8.7 / -10.6 eV
- LUMO (spin up / spin down): 1.05 / -0.11 eV
- ΔE to the lowest compared entry with this formula, charge and spin: 31.6 kcal per mole
- Electronic energy: -18968.7016 eV
- Spin multiplicity: 2



[5]
A cluster of 2 separate species, C6H14Cl2NO in total at a distorted geometry. Source: the Open Molecules 2025 dataset; level of theory: the ωB97M-V functional and the def2-TZVPD basis.

Each line ends with the Mulliken charge.
Element x y z (Å)
H 1.449 -0.914 0.434  0.27
H 1.154 -1.024 -1.738  0.37
H 0.892 0.433 -2.722  0.37
Cl -3.577 -0.868 0.622  -0.08
O -1.434 -2.281 1.077  -0.25
H 1.224 2.608 -1.800  0.37
H -1.155 1.344 0.137  0.38
C -2.104 -1.665 0.160  0.53
C 1.086 2.275 -0.792  -0.65
Cl -2.188 -2.373 -1.341  -0.06
H -1.350 -0.687 2.426  0.40
H 2.420 0.406 -1.898  0.44
H 2.389 0.568 0.568  0.49
H -2.107 -2.218 3.049  0.31
C 1.438 0.047 -1.849  -1.01
H 2.013 2.585 -0.192  0.30
C 1.375 0.234 0.530  -1.00
H -1.041 0.697 -1.537  0.53
H -0.440 -2.183 2.642  0.27
N 0.823 0.775 -0.690  0.11
C -1.311 -1.723 2.450  -0.72
H 0.922 0.649 1.395  0.43
H 0.209 2.712 -0.380  0.27
C -0.686 0.602 -0.553  -1.08

- Max |F|: 4.28 eV/A
- Net charge: +1
- Orbital gap (spin up / spin down): 6.83 / 8.42 eV
- HOMO level (spin up / spin down): -11.3 / -12.3 eV
- LUMO (spin up / spin down): -4.45 / -3.89 eV
- ΔE to the lowest compared entry with this formula, charge and spin: 68.3 kcal per mole
- Electronic energy: -35020.0820 eV



[6]
A cluster of 6 separate species, C6H14Cl8N2O4 in total at a distorted geometry. Source: the Open Molecules 2025 dataset; level of theory: the ωB97M-V functional and the def2-TZVPD basis.

Each line ends with the Löwdin spin population.
Element x y z (Å)
H -0.125 0.608 0.638  0.00
H 0.610 4.363 -2.181  0.00
C -1.495 -0.228 -3.336  -0.01
N 2.450 3.978 0.647  0.00
Cl 0.268 -0.549 2.548  0.00
H -2.254 -4.586 0.071  0.02
Cl 0.356 2.189 -1.584  0.00
C -1.852 -4.112 -0.824  0.05
O 3.643 3.762 0.410  0.00
Cl -0.455 3.339 -4.152  0.00
O -2.083 -1.809 -4.935  0.20
C 1.706 3.099 1.672  0.00
H -0.825 -3.777 -0.679  0.02
H -1.579 -0.361 -2.258  0.00
O -0.585 -2.351 -3.504  0.28
C -0.163 3.628 -2.404  0.00
H 0.686 3.481 1.704  0.00
O 1.827 4.870 0.076  0.00
Cl -2.856 -2.675 -1.172  0.19
C 1.457 -2.723 5.690  0.00
H -1.462 -0.661 0.915  0.00
H -0.543 0.243 -3.582  0.00
Cl 3.189 -2.297 5.792  0.00
H -2.354 0.261 -3.795  0.00
Cl 0.331 -1.508 -0.269  0.02
H 0.969 -2.077 4.960  0.00
H 2.106 3.260 2.673  0.00
H 1.422 -3.798 5.510  0.00
Cl -1.888 -5.206 -2.187  0.24
H 1.788 2.056 1.365  0.00
Cl 0.636 -2.412 7.263  0.00
C -0.401 -0.409 0.914  0.00
N -1.406 -1.564 -3.975  -0.03
H -1.122 3.965 -2.009  0.00

- Max |F|: 2.08 eV/A
- Net charge: +1
- Orbital gap (spin up / spin down): 7.95 / 2.03 eV
- HOMO level (spin up / spin down): -12.8 / -12.8 eV
- LUMO (spin up / spin down): -4.81 / -10.73 eV
- Electronic energy: -117781.9466 eV
- Spin multiplicity: 2



- The highest electronic energy belongs to which entry?
  C6H14Cl



- The lowest max |F| belongs to which entry?
  C6H14Cl8N2O4



- Among the records above, which one has the lowest net charge?
  C6H14B2F4O4P



Please write out number 1 again, unchanged.
A cluster of 2 separate species, C6H14B2F4O4P in total at a distorted geometry. Source: the Open Molecules 2025 dataset; level of theory: the ωB97M-V functional and the def2-TZVPD basis.

Each line ends with the Mulliken charge.
Element x y z (Å)
C 0.724 -0.739 1.394  0.10
F -0.748 -1.719 4.298  -0.27
O 0.413 0.376 -1.408  -0.21
F 0.799 -1.760 5.834  -0.30
H -0.400 2.896 -3.234  0.29
C 1.614 -1.611 3.542  0.06
B -0.581 0.686 -2.488  -0.04
F 0.380 0.084 4.771  -0.28
H -2.028 2.557 -0.422  0.24
H 2.521 -1.335 4.100  0.18
P 0.519 -1.485 -4.331  0.24
H 1.368 -1.879 -3.202  0.09
O 1.554 -2.859 3.086  -0.90
H 1.150 -0.157 0.568  -0.02
H 0.599 -1.756 1.010  0.22
H -1.214 -0.782 2.355  0.32
H -1.182 0.108 0.844  0.24
H -0.470 0.820 2.314  0.20
C 0.492 -1.265 4.600  0.71
O 1.688 -0.662 2.440  -0.36
H -0.080 2.859 -0.531  0.21
B -0.983 -0.550 -3.503  0.52
H -1.372 4.125 -1.268  0.32
H -2.224 2.339 -2.995  0.25
H 1.280 0.751 -1.796  0.30
C -1.136 2.976 -1.071  -0.81
C -1.128 2.235 -2.560  -0.52
O 1.409 -0.500 -5.217  -0.65
F -2.354 -1.034 -3.815  -0.29
C -0.606 -0.108 1.750  -0.89
H -0.005 -2.613 -5.067  0.06

- Max |F|: 4.53 eV/A
- Net charge: -1
- Orbital gap: 3.79 eV
- HOMO level: -3.4 eV
- LUMO: 0.36 eV
- Electronic energy: -36150.4745 eV